{"formula": "C3H9N3", "method": "ωB97M-V/def2-TZVPD", "lumo_energy_ev": 0.914, "smiles": "[H]/N=C(\\N)CNC", "e_homo_ev": -8.3, "total_energy_ev": -7725.7903, "gap_ha": 0.3372, "symbols": ["H", "H", "H", "C", "H", "N", "H", "H", "N", "C", "C", "H", "H", "H", "N"], "positions_angstrom": [[-2.622, 0.453, 0.907], [-1.411, 0.603, 2.189], [0.246, 0.280, -2.213], [-1.573, 0.269, 1.160], [1.231, -2.308, -0.505], [1.083, -1.588, 0.204], [-1.043, 1.007, -0.722], [-1.420, -0.813, 1.115], [-0.702, 0.966, 0.231], [0.838, 0.791, 0.488], [0.830, -0.443, -0.385], [1.137, -1.119, -2.291], [1.405, 1.610, 0.041], [1.047, 0.573, 1.536], [0.956, -0.280, -1.755]], "mulliken_charge": [0.33, 0.22, 0.21, -0.81, 0.18, -0.71, 0.24, 0.31, -0.41, -0.42, 0.58, 0.22, 0.27, 0.30, -0.52]}

{"formula": "C31H38N3NiOS", "method": "ωB97M-V/def2-TZVPD", "lumo_energy_ev": [2.683, 2.677], "spin_multiplicity": 3, "s2": 2.008, "charge": -1, "e_homo_ev": [-3.1, -3.1], "total_energy_ev": -91163.8270, "gap_ha": [0.2127, 0.2122], "symbols": ["H", "C", "N", "C", "C", "H", "H", "C", "H", "H", "H", "N", "H", "C", "H", "H", "C", "H", "H", "N", "C", "H", "C", "H", "H", "H", "C", "C", "Ni", "C", "C", "H", "C", "C", "H", "C", "H", "H", "H", "H", "H", "C", "C", "C", "S", "C", "C", "C", "H", "H", "C", "H", "H", "C", "H", "H", "H", "H", "C", "H", "H", "C", "H", "H", "C", "H", "C", "C", "C", "C", "H", "H", "H", "C", "O"], "positions_angstrom": [[2.375, 2.609, 1.486], [3.773, 0.455, -0.857], [1.802, 0.085, 0.706], [3.094, 3.944, -0.793], [-1.483, 0.058, -3.200], [0.275, -2.616, 0.673], [1.742, -2.691, -3.624], [-3.795, -0.536, -2.390], [-1.612, -2.589, -1.726], [4.192, 3.036, -3.136], [-3.382, 1.203, 3.359], [0.970, -3.050, -3.090], [0.926, 2.317, -0.424], [-2.478, -0.103, -2.084], [6.117, -1.812, 2.795], [5.754, 3.293, -1.119], [3.649, -0.725, 2.193], [-5.747, -0.887, -1.625], [-0.489, 0.269, -2.816], [-2.112, 0.217, -0.871], [1.739, 1.850, -0.988], [-0.190, -2.146, 4.667], [0.393, -2.219, -2.174], [-4.025, -0.844, -3.405], [-1.800, 0.891, -3.835], [1.062, -3.131, 5.446], [3.087, -2.190, 4.036], [-3.063, 0.268, 0.124], [-0.104, -0.157, -0.046], [-0.645, -2.809, -1.255], [3.217, 2.150, 0.955], [4.440, 3.933, 0.895], [-4.736, -0.555, -1.418], [-2.668, 0.748, 1.420], [0.306, -3.672, 3.942], [-0.551, -2.162, 0.124], [4.450, -0.132, -0.239], [-0.548, -3.902, -1.254], [5.847, -0.613, 4.058], [1.310, 1.138, -1.701], [4.440, -0.226, 1.654], [4.032, -1.502, 3.288], [4.017, 3.213, 0.187], [5.496, -1.572, 3.662], [-1.017, 1.177, 1.739], [0.672, -2.794, 4.483], [2.639, 1.075, 0.004], [-5.377, -0.023, 0.906], [0.306, -1.172, 2.388], [2.287, 4.441, -0.242], [2.287, -0.599, 1.781], [3.652, 4.717, -1.338], [3.856, 1.696, 1.710], [-5.000, 0.450, 2.132], [5.821, 2.012, 0.100], [5.386, 1.069, -2.168], [1.816, 3.430, -2.459], [-1.469, -2.357, 0.682], [4.570, 1.536, -1.606], [3.221, 1.562, -3.297], [3.390, -2.799, 4.887], [5.155, 2.536, -0.595], [5.670, -2.332, 4.426], [-6.398, -0.328, 0.701], [-3.668, 0.835, 2.381], [0.880, -4.042, -2.987], [3.638, 2.273, -2.573], [2.505, 2.926, -1.774], [-4.408, -0.108, -0.118], [1.733, -2.070, 3.688], [3.303, -0.237, -1.563], [-5.735, 0.531, 2.925], [-1.433, -0.837, -3.826], [1.356, -1.295, 2.613], [0.677, -1.022, -2.153]], "mulliken_charge": [0.37, -1.15, 0.31, -1.61, -0.94, 0.70, 0.26, -0.82, 0.09, 0.55, 0.43, -0.50, 0.54, 0.86, 0.33, 0.52, -0.37, 0.38, -0.06, -0.21, -2.48, 0.33, 0.45, 0.41, 0.44, 0.38, -0.80, -0.60, 0.55, -0.77, -1.26, 0.26, -0.79, 0.77, 0.28, -1.36, 0.40, 0.63, 0.30, -0.19, 0.44, 0.14, 0.43, -1.66, -0.60, -1.61, 2.28, -0.92, 0.24, 0.50, 0.40, 0.53, 0.61, -0.52, 0.51, 0.31, 0.38, 0.52, 0.38, 0.44, 0.20, -1.34, 0.38, 0.33, -0.60, 0.21, -1.52, 0.50, 1.14, 0.48, 0.30, 0.35, 0.27, -0.62, -0.49]}

{"formula": "C30H46AuN3O2P", "method": "ωB97M-V/def2-TZVPD", "lumo_energy_ev": [-2.429, -5.086], "spin_multiplicity": 3, "s2": 2.049, "charge": 1, "e_homo_ev": [-10.3, -10.4], "total_energy_ev": -53397.5402, "gap_ha": [0.2904, 0.1945], "symbols": ["N", "C", "C", "H", "H", "H", "H", "H", "C", "C", "H", "H", "H", "C", "C", "C", "H", "H", "H", "H", "C", "H", "H", "H", "H", "H", "C", "H", "C", "C", "H", "C", "P", "H", "C", "H", "H", "C", "C", "H", "C", "H", "H", "H", "H", "H", "H", "H", "H", "C", "H", "C", "H", "C", "H", "H", "H", "C", "C", "H", "O", "C", "Au", "H", "H", "C", "O", "C", "N", "C", "H", "H", "C", "H", "H", "C", "H", "H", "C", "C", "N", "H", "C"], "positions_angstrom": [[-2.249, 1.086, -1.153], [-4.646, 3.390, -1.976], [-2.502, -3.139, -1.680], [1.816, -3.931, -2.136], [-0.411, -2.823, 2.509], [-4.136, 3.425, -2.937], [2.509, -3.333, -0.630], [-0.919, 2.254, 4.547], [-1.794, -1.309, -3.359], [4.084, -0.490, 4.701], [-0.599, 0.296, -2.927], [-1.165, 2.018, 0.841], [-2.700, -0.818, -2.994], [1.842, -3.085, -1.456], [3.518, -0.565, 0.975], [2.161, -0.599, -1.528], [-2.502, -2.452, 1.223], [-5.030, 2.256, 0.533], [0.636, 1.605, 4.044], [-2.103, 4.472, -1.740], [-1.028, 1.055, 2.777], [-2.472, -3.306, -3.825], [-1.497, -2.953, 4.720], [1.383, 1.979, -1.091], [4.437, -1.815, -5.560], [-2.861, -3.269, 2.739], [3.385, -0.749, -4.035], [3.304, -0.611, -6.165], [-3.646, 3.239, -0.822], [2.001, -0.543, 3.291], [0.346, 2.326, 1.697], [-2.500, -2.338, 2.306], [-0.466, -0.524, 1.946], [-2.114, 0.935, 2.884], [1.345, -0.532, 2.072], [-5.202, 4.316, -1.852], [5.213, -0.548, 2.256], [4.134, -0.541, 2.196], [-1.864, -2.798, -3.078], [3.079, 1.960, -0.629], [-1.140, -1.990, 4.361], [0.216, -1.135, -3.001], [4.100, -0.595, 0.064], [4.860, 0.273, 4.705], [-3.189, 5.340, -0.656], [-0.554, 0.566, 4.855], [0.850, -2.928, -1.031], [-1.936, 4.292, 0.010], [4.828, -0.088, -5.463], [2.323, -1.849, -2.153], [3.071, -2.858, -3.874], [3.198, 0.479, -3.406], [-0.866, -3.238, -3.076], [-2.889, 2.028, -1.012], [-0.164, -1.819, 4.807], [-1.731, -1.157, -4.445], [4.572, -1.446, 4.891], [-2.651, 4.408, -0.802], [4.031, -0.824, -5.380], [-5.353, 2.564, -1.985], [-2.160, -2.420, -0.712], [-0.728, 2.206, 1.817], [-0.721, -0.669, -0.407], [2.604, 2.715, -2.153], [-4.988, 4.013, 0.677], [2.098, -0.541, 0.865], [-3.257, -4.087, -1.674], [-0.422, 1.373, 4.141], [-0.648, -0.691, -2.696], [-4.380, 3.127, 0.521], [3.545, 1.381, -3.890], [-3.198, -1.548, 2.578], [2.933, -1.899, -3.395], [1.428, -0.566, 4.205], [-3.670, 3.046, 1.340], [3.390, -0.522, 3.383], [3.395, -0.293, 5.518], [-1.843, -1.237, 4.706], [-1.101, -2.034, 2.838], [2.587, 0.577, -2.169], [1.501, -0.519, -0.319], [-1.125, 3.139, 2.214], [2.399, 1.890, -1.478]], "mulliken_charge": [-0.51, -1.79, 0.26, 0.49, 0.40, 0.38, 0.33, 0.49, -0.69, -1.79, 0.32, -0.47, 0.30, -1.39, -0.34, -0.08, -0.02, 0.41, 0.39, 0.40, 0.67, 0.32, 0.51, 0.13, 0.41, 0.47, 0.53, 0.28, 2.45, -0.41, 0.29, -1.06, -0.34, 0.68, 0.28, 0.44, 0.48, -1.12, -0.54, 0.31, -1.62, 0.02, 0.65, 0.41, 0.44, 0.34, 0.14, 0.26, 0.41, 0.42, 0.46, -1.03, 0.19, -0.75, 0.28, 0.47, 0.37, -1.50, -1.57, 0.39, -0.68, -1.00, 2.57, 0.48, 0.44, 0.32, -0.70, -1.78, -0.49, -1.44, 0.48, 0.35, -0.76, 0.17, 0.21, 0.36, 0.37, 0.33, 0.87, 0.89, 0.14, 0.67, -1.42]}

{"formula": "C3H7N3O", "method": "ωB97M-V/def2-TZVPD", "lumo_energy_ev": 0.765, "smiles": "[H]/N=C/NC(=O)NC", "e_homo_ev": -9.5, "total_energy_ev": -9741.9935, "gap_ha": 0.3788, "symbols": ["H", "H", "N", "H", "N", "H", "O", "N", "H", "H", "H", "C", "C", "C"], "positions_angstrom": [[-1.140, -1.035, -0.897], [2.039, -1.425, 0.506], [0.713, 0.141, 0.428], [-1.830, 1.708, -0.684], [-1.206, 1.001, -0.322], [0.290, -0.142, 1.297], [0.747, 2.191, -0.666], [-2.361, -0.713, 0.776], [2.828, 0.165, 0.283], [-2.535, -1.715, 0.704], [1.944, -0.609, -1.059], [-1.597, -0.356, -0.166], [0.148, 1.233, -0.223], [1.961, -0.445, 0.024]], "mulliken_charge": [0.32, 0.33, -0.21, 0.21, -0.18, 0.32, -0.59, -0.63, 0.28, 0.27, 0.29, 0.17, 0.34, -0.91]}

{"formula": "C21H19N8O8S2Sn", "method": "ωB97M-V/def2-TZVPD", "lumo_energy_ev": -5.972, "charge": 1, "e_homo_ev": -11.2, "total_energy_ev": -77879.9044, "gap_ha": 0.1917, "symbols": ["C", "C", "N", "H", "O", "C", "N", "C", "H", "O", "C", "O", "H", "C", "N", "H", "H", "C", "C", "C", "H", "Sn", "C", "H", "N", "H", "H", "H", "C", "H", "H", "C", "C", "H", "C", "N", "O", "C", "C", "N", "O", "N", "C", "H", "S", "H", "O", "S", "O", "C", "H", "C", "H", "O", "H", "C", "H", "N", "C"], "positions_angstrom": [[-3.096, 0.555, -2.139], [0.560, 4.078, -1.158], [2.228, -3.214, 0.389], [-3.042, 0.990, -5.493], [-2.285, -1.220, -0.625], [2.643, -2.038, 0.018], [1.042, 3.887, -0.002], [-1.743, 4.141, -2.303], [-2.642, 2.055, -0.721], [-1.999, 1.224, 1.271], [-2.673, 1.825, -1.767], [4.547, 1.379, -0.175], [-2.657, -6.523, 1.436], [-2.295, 2.756, -2.714], [-4.185, -1.956, 0.162], [-3.848, -4.550, 0.511], [1.694, -5.081, 2.150], [-3.264, 0.265, -3.489], [1.210, -4.128, 2.356], [-0.875, -5.425, 1.875], [-1.176, 4.570, -3.127], [2.414, 1.209, 0.804], [6.442, 2.569, 1.268], [1.138, 4.239, -2.056], [1.959, -3.078, 1.693], [7.432, 2.130, 1.316], [-2.585, 4.790, -2.054], [1.240, -3.943, 3.431], [-0.108, 3.757, 0.877], [6.330, 3.216, 0.404], [2.089, -1.432, 3.083], [-2.900, -2.130, 0.176], [-2.418, 2.450, -4.065], [-2.133, 3.172, -4.820], [-0.228, -4.195, 1.841], [-1.288, 3.853, 0.020], [-0.089, 2.682, 1.757], [-2.934, 1.217, -4.442], [2.222, -1.828, 2.090], [-4.450, -0.915, -0.666], [5.857, -0.012, 1.345], [2.668, -1.141, 1.046], [-2.837, -4.466, 0.884], [-3.656, -0.698, -3.786], [-0.598, 1.224, 1.061], [-0.121, 4.662, 1.514], [4.189, 1.578, 2.171], [5.244, 1.257, 1.140], [0.175, 0.241, 1.778], [-3.321, -0.485, -1.118], [6.203, 3.103, 2.183], [-0.890, -3.090, 1.315], [-0.440, -2.109, 1.282], [-0.132, 1.391, -0.306], [-0.359, -6.290, 2.272], [-2.191, -3.233, 0.822], [2.962, -1.801, -0.983], [-0.857, 4.075, -1.136], [-2.172, -5.557, 1.407]], "mulliken_charge": [-0.09, -0.04, -0.82, 0.41, -0.22, -0.40, -0.35, -0.98, 1.10, -0.59, 0.40, -0.72, 0.40, 0.54, -0.51, 0.53, 0.49, -0.60, -0.96, -0.84, 0.41, 1.37, -1.04, 0.45, 0.76, 0.36, 0.26, 0.30, -0.23, 0.33, 0.38, 0.50, -0.85, 0.41, 0.75, -0.40, -0.32, -0.76, -0.21, -0.39, -0.61, 0.00, -0.95, 0.56, 0.90, 0.44, -0.72, 1.50, -0.46, -0.26, 0.33, 0.28, 0.25, -0.50, 0.42, 0.42, 0.49, 0.83, -0.72]}

{"formula": "C23H12BrN4O8Ta", "method": "ωB97M-V/def2-TZVPD", "lumo_energy_ev": -8.230, "charge": 2, "e_homo_ev": -14.6, "total_energy_ev": -117962.7153, "gap_ha": 0.2346, "symbols": ["C", "O", "H", "C", "H", "C", "H", "H", "O", "O", "H", "C", "O", "N", "Br", "C", "C", "Ta", "N", "H", "C", "O", "C", "C", "H", "H", "C", "C", "H", "N", "O", "H", "N", "O", "C", "H", "O", "C", "C", "C", "C", "C", "C", "H", "C", "C", "C", "C", "C"], "positions_angstrom": [[-2.759, 1.318, -0.947], [1.623, -5.179, 2.095], [1.011, 0.955, 3.237], [1.395, 3.067, 3.047], [-3.577, -2.933, 0.638], [0.849, 1.854, 2.652], [0.716, 6.125, 0.413], [-5.761, -3.014, -0.530], [0.844, -1.503, 0.901], [-1.921, -0.927, 0.542], [4.112, -1.875, -2.210], [-5.133, -2.139, -0.626], [5.609, -3.707, -2.440], [5.098, -4.241, -1.482], [-7.228, -1.142, -2.257], [1.224, 4.168, 2.242], [2.525, -1.616, -0.773], [-0.253, -0.065, 0.443], [-1.541, 1.434, -0.499], [-3.242, 2.205, -1.351], [-0.940, 2.712, -0.394], [1.244, -3.194, 2.867], [3.342, -4.091, 0.244], [2.308, -3.394, 0.843], [-0.616, 5.833, -1.644], [-5.122, 0.914, -2.098], [-5.571, -1.058, -1.398], [0.266, 5.170, 0.177], [1.673, 5.116, 2.515], [1.668, -3.977, 2.041], [5.387, -5.314, -1.008], [-1.676, 3.673, -2.153], [0.110, 1.717, 1.541], [0.836, 0.154, -1.048], [-3.533, 0.117, -0.882], [3.655, -5.054, 0.624], [2.839, 0.373, -2.042], [-4.786, 0.067, -1.514], [3.968, -3.516, -0.843], [-3.910, -2.106, 0.026], [0.469, 4.082, 1.055], [-0.121, 2.842, 0.740], [2.159, -0.307, -1.365], [1.965, 3.121, 3.963], [-3.118, -0.984, -0.112], [1.893, -2.171, 0.338], [-0.480, 5.008, -0.959], [-1.090, 3.776, -1.248], [3.591, -2.294, -1.360]], "mulliken_charge": [0.51, -0.51, 0.56, -0.90, 0.50, 0.05, 0.46, 0.45, -0.85, -0.68, 0.61, -0.31, -0.58, 1.04, -0.09, -0.40, 1.03, 1.95, 0.07, 0.51, -0.02, -0.56, -0.40, -0.27, 0.44, 0.51, -0.32, -0.88, 0.50, 0.95, -0.57, 0.57, -0.42, -0.58, -0.13, 0.63, -0.43, -0.78, -0.38, -0.75, 0.69, 1.06, 0.24, 0.43, 0.63, 0.74, -0.94, -0.47, -0.93]}